--- A ---
Molecular formula: C31H55BrNP3Sn
Method: DFT, ωB97M-V/def2-TZVPD

Geometry as XYZ:
```
92
C31H55BrNP3Sn ωB97M-V/def2-TZVPD
N 1.9872 -1.0092 -10.2839
C 2.8145 -1.5773 -9.3849
C 2.5624 -1.5941 -7.9921
C 1.3237 -1.1165 -7.5069
C 0.4541 -0.5193 -8.4530
C 0.8267 -0.5125 -9.8176
C 1.0560 -1.1086 -6.0695
Sn -0.3180 -2.7603 -1.8747
P -3.8864 -2.4285 2.4112
C -0.1746 -0.9302 -5.5267
C -0.3316 -0.5908 -4.1487
C -1.6105 -0.6375 -3.5946
C -1.7740 -0.6452 -2.1954
C -0.6008 -0.2670 -1.4469
C 0.7036 -0.2576 -2.0139
C 0.8310 -0.3150 -3.3715
Br -0.7556 0.2684 0.3245
H 1.8967 -1.2369 -5.3788
H -1.0856 -1.0696 -6.0993
H 3.2980 -1.9579 -7.2811
H -0.4630 -0.0335 -8.0943
H 3.7239 -2.0277 -9.7814
H 0.1130 -0.0664 -10.5243
H -2.5460 -0.7306 -4.1606
H 1.8112 -0.1422 -3.7872
H -2.7348 -0.9122 -1.7397
H 1.5950 -0.1343 -1.4079
P -1.3302 2.5845 -0.4467
C -2.6303 -3.4082 1.6376
C -3.0944 -4.8745 1.7596
H -1.6791 -3.2433 2.1593
H -2.5114 -3.0595 0.6034
H -2.2700 -5.5414 1.4878
H -3.4069 -5.1234 2.7859
H -3.9400 -5.0504 1.0846
C -4.8326 -1.6725 1.0927
C -6.2267 -1.3002 1.5988
H -4.9105 -2.3487 0.2376
H -4.2577 -0.7925 0.7778
H -6.8860 -1.0355 0.7721
H -6.7139 -2.1152 2.1361
H -6.1551 -0.4445 2.2685
C -3.0360 -0.9811 3.2065
C -2.8067 -1.1340 4.7006
H -3.7568 -0.1842 3.0174
H -2.1421 -0.7889 2.5988
H -2.2662 -0.2537 5.0407
H -3.7458 -1.1611 5.2648
H -2.2339 -2.0355 4.9216
C -1.0260 3.9336 0.6959
C -0.9384 5.3016 0.0127
H -0.1418 3.7340 1.3216
H -1.9204 3.9071 1.3466
H 0.0568 5.5381 -0.3545
H -1.6374 5.4250 -0.8144
H -1.1705 6.0512 0.7654
C -3.0884 2.0609 -0.4211
C -3.8365 2.0758 -1.7254
H -3.5384 2.6843 0.3631
H -3.1325 1.0333 -0.0410
H -3.8304 3.0763 -2.1576
H -3.4539 1.3508 -2.4487
H -4.8587 1.7673 -1.5059
C -0.6943 2.9308 -2.0842
C 0.7864 3.1915 -2.2848
H -1.2804 3.8211 -2.3321
H -1.0631 2.1623 -2.7637
H 1.0683 3.1940 -3.3423
H 1.0604 4.1602 -1.8650
H 1.3984 2.4016 -1.8540
C 2.2610 -2.0380 3.6691
C 2.8278 -0.8550 2.8475
P 2.2929 -0.8675 1.0842
C 2.8596 0.8062 0.4454
C 4.1144 1.3890 1.1063
C 3.2902 -2.1722 0.2524
C 4.7954 -2.0832 0.4753
H 1.1635 -2.0454 3.5954
H 2.5243 -1.9284 4.7330
H 2.6281 -3.0108 3.3083
H 2.3777 0.0738 3.2524
H 3.9198 -0.7479 2.9621
H 2.9592 0.8350 -0.6477
H 1.9683 1.4158 0.6942
H 4.9890 0.7334 1.0171
H 4.3674 2.3682 0.6776
H 3.9099 1.5632 2.1655
H 2.8823 -3.1014 0.6876
H 3.0047 -2.1448 -0.8174
H 5.0709 -1.8139 1.5078
H 5.2148 -3.0735 0.2557
H 5.2488 -1.3787 -0.2328
```

Summary:
Orbital gap (spin up / spin down) = 3.667 / 3.478 eV
Total charge = +2
HOMO level (spin up / spin down) = -11.57 / -11.55 eV
Lowest unoccupied orbital energy (spin up / spin down) = -7.90 / -8.07 eV

Atom charges from the Löwdin analysis, given in e for atoms 1 to 5:
1 N 0.0728
2 C -0.1087
3 C -0.0080
4 C -0.2196
5 C -0.0093

--- B ---
Molecular formula: C31H55BrNP3Sn
Method: DFT, ωB97M-V/def2-TZVPD

Geometry as XYZ:
```
92
C31H55BrNP3Sn ωB97M-V/def2-TZVPD
N 7.9660 2.7121 -3.8031
C 7.2644 1.7392 -4.3918
C 5.8745 1.6407 -4.2874
C 5.1458 2.6147 -3.5631
C 5.9098 3.6656 -2.9974
C 7.3079 3.6507 -3.1194
C 3.7299 2.3867 -3.2463
Sn 1.6412 3.5185 -3.5275
P -2.6137 3.2697 -1.6784
C 3.1330 2.9821 -2.0445
C 2.4088 2.1089 -1.0981
C 1.4883 2.7503 -0.2535
C 0.6476 2.0080 0.5631
C 0.7166 0.6020 0.5442
C 1.6549 -0.0414 -0.2791
C 2.5275 0.7060 -1.0663
Br -0.6563 -0.3527 1.4339
H 3.4213 1.3603 -3.4841
H 3.6020 3.8818 -1.6027
H 5.3666 0.7977 -4.7536
H 5.4629 4.4811 -2.4312
H 7.8217 0.9946 -4.9659
H 7.9292 4.4143 -2.6351
H 1.4281 3.8446 -0.2942
H 3.2835 0.2022 -1.6778
H -0.0631 2.5132 1.2163
H 1.7573 -1.1314 -0.2781
P 0.7916 1.1432 3.5768
C -1.3665 2.2856 -2.5643
C -1.9277 2.0855 -3.9795
H -1.1875 1.3396 -2.0373
H -0.4092 2.8511 -2.5742
H -1.3501 1.3485 -4.5441
H -2.9718 1.7490 -3.9366
H -1.9108 3.0314 -4.5372
C -1.9550 4.4738 -0.4591
C -3.0881 5.3433 0.1152
H -1.2185 5.0888 -0.9947
H -1.4369 3.9165 0.3316
H -2.6659 6.2027 0.6462
H -3.7474 5.7188 -0.6771
H -3.7076 4.7847 0.8269
C -3.3181 2.0173 -0.4998
C -4.8262 1.7837 -0.6420
H -3.0991 2.3735 0.5164
H -2.7799 1.0692 -0.6405
H -5.1586 1.0598 0.1132
H -5.4141 2.6968 -0.4898
H -5.0825 1.3742 -1.6260
C 0.3940 0.1035 5.0165
C 1.4843 0.0159 6.0817
H 0.1528 -0.8920 4.6093
H -0.5335 0.5187 5.4464
H 2.3117 -0.6333 5.7777
H 1.8943 1.0013 6.3353
H 1.0537 -0.4054 6.9985
C 0.3401 2.8492 4.0710
C 1.1891 3.9728 3.4833
H 0.3308 2.8715 5.1710
H -0.7065 2.9426 3.7385
H 2.2088 3.9481 3.8821
H 1.2442 3.9179 2.3902
H 0.7352 4.9355 3.7456
C 2.6087 1.0994 3.3468
C 3.1956 -0.2930 3.1263
H 3.0664 1.6038 4.2106
H 2.8116 1.7212 2.4602
H 4.2417 -0.1912 2.8098
H 3.1835 -0.9094 4.0315
H 2.6658 -0.8326 2.3341
C -3.2526 -3.5493 -2.2004
C -2.0871 -3.9680 -1.3081
P -0.6947 -2.7675 -1.3774
C 0.5080 -3.4397 -0.1411
C 0.3427 -4.8855 0.3060
C 0.0977 -3.2363 -2.9861
C 0.5587 -4.6771 -3.1694
H -3.6334 -2.5624 -1.9124
H -4.0716 -4.2682 -2.0896
H -2.9647 -3.5162 -3.2575
H -2.4123 -4.0039 -0.2589
H -1.7125 -4.9628 -1.5810
H 1.5130 -3.2790 -0.5578
H 0.4056 -2.7663 0.7250
H 0.5636 -5.6052 -0.4928
H 1.0521 -5.0777 1.1196
H -0.6615 -5.0829 0.6959
H -0.6301 -2.9622 -3.7670
H 0.9560 -2.5524 -3.0862
H -0.2498 -5.4052 -3.0373
H 0.9306 -4.7962 -4.1936
H 1.3826 -4.9443 -2.4981
```

Summary:
Orbital gap (spin up / spin down) = 4.284 / 4.588 eV
Total charge = +2
HOMO level (spin up / spin down) = -12.40 / -12.37 eV
Lowest unoccupied orbital energy (spin up / spin down) = -8.12 / -7.78 eV

Atom charges from the Löwdin analysis, given in e for atoms 1 to 5:
1 N 0.0841
2 C -0.1041
3 C -0.0010
4 C -0.2176
5 C -0.0046

Short version: A is the least stable of them.

--- A ---
Molecular formula: C4H8O
Method: DFT, ωB97M-V/def2-TZVPD

Geometry as XYZ:
```
13
C4H8O ωB97M-V/def2-TZVPD
C 1.6824 -0.2312 0.0081
C 0.3278 0.3000 -0.4133
C -0.9128 -0.5891 -0.2262
C -1.4707 0.6205 0.5326
O -0.1942 1.2746 0.5137
H 2.4911 0.4458 -0.2867
H 1.7010 -0.3383 1.0972
H 1.8719 -1.2097 -0.4476
H 0.3784 0.7282 -1.4253
H -1.4420 -0.8955 -1.1319
H -0.7278 -1.4626 0.4062
H -1.8383 0.4480 1.5508
H -2.2213 1.1957 -0.0255
```

Summary:
Orbital gap = 10.781 eV
HOMO level = -9.57 eV
Lowest unoccupied orbital energy = 1.21 eV

Atom charges from the natural (NBO) analysis, given in e for atoms 1 to 5:
1 C -0.6326
2 C 0.1095
3 C -0.4535
4 C -0.0560
5 O -0.5342

--- B ---
Molecular formula: C4H8O
Method: DFT, ωB97M-V/def2-TZVPD

Geometry as XYZ:
```
13
C4H8O ωB97M-V/def2-TZVPD
C -1.7429 -0.7246 0.1950
C 0.2748 0.1611 0.5224
O -0.8321 0.1566 -0.7499
C 1.5186 -0.3948 -0.0884
C 1.3573 1.0897 0.0778
H -1.3538 -1.6210 0.6913
H -2.4006 -1.0407 -0.6047
H -2.3258 -0.1660 0.9366
H -1.2334 1.0422 -0.6387
H 2.1560 -0.9700 0.5808
H 1.4976 -0.7638 -1.1103
H 1.8822 1.6043 0.8784
H 1.2286 1.6930 -0.8198
```

Summary:
Orbital gap = 8.090 eV
HOMO level = -7.33 eV
Lowest unoccupied orbital energy = 0.76 eV

Atom charges from the natural (NBO) analysis, given in e for atoms 1 to 5:
1 C -0.2555
2 C -0.0930
3 O -0.5834
4 C -0.5251
5 C -0.5289

--- C ---
Molecular formula: C4H8O
Method: DFT, ωB97M-V/def2-TZVPD

Geometry as XYZ:
```
13
C4H8O ωB97M-V/def2-TZVPD
O -2.2073 -0.4042 -0.6037
C -0.8440 -0.9700 -0.4372
C -0.0595 0.2512 -0.0118
C 1.3054 0.7496 -0.4322
C 1.0431 0.4141 1.0115
H -2.6998 -0.4223 0.2324
H -0.5845 -1.3451 -1.4319
H -0.8667 -1.7874 0.2919
H -1.0233 0.8346 -0.0821
H 2.0069 0.1056 -0.9674
H 1.3958 1.7983 -0.7078
H 1.5727 -0.4541 1.4116
H 0.9611 1.2297 1.7266
```

Summary:
Orbital gap = 11.228 eV
HOMO level = -10.13 eV
Lowest unoccupied orbital energy = 1.10 eV

Atom charges from the natural (NBO) analysis, given in e for atoms 1 to 5:
1 O -0.7444
2 C -0.0668
3 C -0.3064
4 C -0.4157
5 C -0.4200

Short version: B is the least stable of them.

--- A ---
Molecular formula: C4H4O2Sc
Method: DFT, ωB97M-V/def2-TZVPD

Geometry as XYZ:
```
11
C4H4O2Sc ωB97M-V/def2-TZVPD
C -1.5088 -0.3564 -0.3461
O -1.4438 0.7627 -1.0018
H -2.3269 1.0622 -1.2553
C 0.2353 -1.5744 -0.6507
C -0.0613 -0.6381 0.3201
C 0.8837 0.3373 0.7334
O 0.7512 1.5441 0.8943
Sc 1.6284 3.2089 1.6702
H -0.3543 -2.4939 -0.6834
H 1.0847 -1.4273 -1.3227
H 1.1118 -0.4252 1.6419
```

Summary:
Orbital gap (spin up / spin down) = 8.594 / 6.293 eV
Total charge = +3
HOMO level (spin up / spin down) = -23.65 / -22.14 eV
Lowest unoccupied orbital energy (spin up / spin down) = -15.05 / -15.84 eV

Atom charges from the natural (NBO) analysis, given in e for atoms 1 to 5:
1 C 0.8235
2 O -0.5604
3 H 0.5864
4 C -0.0572
5 C -0.2729

--- B ---
Molecular formula: C4H4O2Sc
Method: DFT, ωB97M-V/def2-TZVPD

Geometry as XYZ:
```
11
C4H4O2Sc ωB97M-V/def2-TZVPD
H -2.1811 -1.4166 0.3460
O 1.9014 0.8338 0.0411
C 1.4550 -0.4933 -0.0046
C -0.0034 -0.5141 -0.1464
C -1.1464 -1.0539 -0.4463
H 2.8562 0.8417 0.1554
H 1.7010 -1.0586 0.9119
H 1.8787 -1.0584 -0.8540
C -1.5914 0.0239 0.3088
O -2.3322 1.0092 0.1559
Sc -2.5379 2.8863 -0.4679
```

Summary:
Orbital gap (spin up / spin down) = 6.669 / 6.307 eV
Total charge = +3
HOMO level (spin up / spin down) = -22.78 / -22.61 eV
Lowest unoccupied orbital energy (spin up / spin down) = -16.11 / -16.31 eV

Atom charges from the natural (NBO) analysis, given in e for atoms 1 to 5:
1 H 0.4977
2 O -0.6559
3 C -0.2081
4 C 0.4316
5 C -0.0892

Short version: B is the least stable of them.